C3H5N3O in the gas phase, computed with ωB97M-V/def2-TZVPD.

Calculated values
**Largest force on an atom**: 0.509 eV/A
**Energy**: -9705.6552 eV
**Multiplicity**: 1
**Charge**: 0
**Orbital gap**: 7.8 eV
**Relative energy (zero: lowest compared OMol25 entry of this formula, charge and spin)**: 4.929 eV

XYZ file:
```
12
Properties=species:S:1:pos:R:3:nbo_charge:R:1
C 0.70339 0.37564 -0.56423 0.27
H -2.02782 -0.15917 1.25309 0.46
H -0.66911 0.32671 2.10007 0.42
C -0.57545 0.15834 0.00391 -0.27
N 1.98208 0.22592 0.00393 -0.83
H 2.18785 -0.74016 0.23615 0.36
H -0.80115 -1.24205 1.57415 0.41
N 0.54508 0.84478 -1.77103 -0.21
O -0.84375 0.94495 -1.95279 -0.33
C -1.56301 0.53295 -0.88225 -0.02
H 2.67217 0.53231 -0.67662 0.39
N -1.00312 -0.26708 1.33487 -0.66
```

2 unconnected molecules or ions with the total composition C3H11N4S in a non-equilibrium geometry, computed with ωB97M-V/def2-TZVPD.

Calculated values
**Largest force on an atom**: 4.459 eV/A
**Energy**: -20072.5637 eV
**Multiplicity**: 1
**Charge**: +1
**Orbital gap**: 7.4 eV
**Relative energy (zero: lowest compared OMol25 entry of this formula, charge and spin)**: 2.507 eV

XYZ file:
```
19
Properties=species:S:1:pos:R:3:nbo_charge:R:1
C 1.78659 -1.27293 -0.05944 -0.73
H -0.39649 0.92901 4.09557 0.36
C -2.41060 0.37734 -0.20817 -0.52
H 0.26661 0.92092 2.35086 0.34
N -0.47168 0.74743 3.02857 -0.39
H -3.01615 -0.23440 0.66582 0.32
N -0.09278 0.44781 -0.03230 -0.14
H -3.09694 1.17654 -0.40018 0.26
H 0.93717 1.12108 -2.39237 0.27
H 2.35886 -2.19251 -0.34570 0.27
N -1.17061 0.87369 0.14202 0.03
N -1.51919 0.38332 2.54648 -0.24
H 1.35119 -0.40118 -3.44333 0.27
H 2.46640 -0.39289 -0.05147 0.25
S 0.41233 -0.98892 -1.20801 0.68
H 2.34675 0.01169 -2.06626 0.24
C 1.35688 0.06646 -2.41192 -0.72
H 1.25587 -1.35579 0.85841 0.24
H -2.36423 -0.21664 -1.06858 0.21
```

C15H20N2O6S in the gas phase in a non-equilibrium geometry, computed with ωB97M-V/def2-TZVPD.

Calculated values
**SMILES string**: CCCCNS(=O)(=O)c1ccc2c(c1)oc(=O)n2CC(=O)OCC
**Largest force on an atom**: 1.086 eV/A
**Energy**: -41980.8280 eV
**Multiplicity**: 1
**Charge**: 0
**Orbital gap**: 9.4 eV
**Relative energy (zero: lowest compared OMol25 entry of this formula, charge and spin)**: 0.000 eV

XYZ file:
```
44
Properties=species:S:1:pos:R:3:nbo_charge:R:1
C 1.39001 1.53060 0.47747 -0.34
C 0.84174 -0.78243 0.88358 -0.23
N -1.52644 -1.29115 0.15006 -0.42
C -1.86245 -2.67498 2.12690 0.79
C -2.53349 -0.49474 -0.37165 0.88
H 3.59312 3.29250 -2.84485 0.20
O -2.04525 0.76243 -0.53005 -0.44
H 0.25433 3.41050 -3.25733 0.20
O -3.63453 -0.85513 -0.66779 -0.59
H 1.10455 -1.76283 1.24479 0.23
H -0.95736 -3.29887 0.26862 0.23
C 2.87554 2.82208 -2.16389 -0.24
H -2.04508 -5.16125 4.11471 0.19
H -4.41485 -4.39739 3.79885 0.21
H 3.17468 0.90050 -3.06684 0.20
O 3.53111 2.58486 1.58161 -0.94
H 2.73612 0.13444 1.32672 0.24
O -2.10490 -3.91205 2.53742 -0.50
C 1.74459 0.27003 0.92537 -0.19
O 1.96556 4.08876 0.38241 -0.94
H -3.92781 -2.74262 4.19599 0.22
C 2.32946 1.54115 -2.80042 -0.41
H -0.43377 1.79642 -3.07257 0.20
C -0.41440 -0.51095 0.37150 0.13
C -3.71190 -3.79419 4.36797 -0.64
C -1.75788 -2.63143 0.59953 -0.33
H -2.70641 -2.96641 0.16882 0.27
H -0.11431 2.82372 -0.33938 0.26
H 2.07814 3.53721 -1.96197 0.22
C -0.75922 0.77586 -0.07432 0.31
H 1.71935 1.00132 -2.07275 0.20
O -1.72556 -1.71382 2.83115 -0.59
H 4.16186 1.84124 -0.83685 0.40
H -1.57786 -3.47167 4.48624 0.20
C -2.28514 -4.10985 3.94752 -0.08
N 3.51875 2.61356 -0.88908 -0.86
C 1.49410 1.81924 -4.05165 -0.39
S 2.63250 2.82953 0.49554 2.33
H -3.83409 -4.00897 5.42543 0.22
H -0.43051 2.58220 -4.65029 0.22
C 0.13156 1.82438 -0.02467 -0.25
H 2.05356 2.47977 -4.71706 0.20
C 0.13917 2.44160 -3.73492 -0.61
H 1.33340 0.87682 -4.57991 0.20
```

CHO2PS in the gas phase in a non-equilibrium geometry, computed with ωB97M-V/def2-TZVPD.

Calculated values
**SMILES string**: O=COP=S
**Largest force on an atom**: 2.790 eV/A
**Energy**: -25272.0309 eV
**Multiplicity**: 1
**Charge**: 0
**Orbital gap**: 8.3 eV
**Relative energy (zero: lowest compared OMol25 entry of this formula, charge and spin)**: 0.322 eV

XYZ file:
```
6
Properties=species:S:1:pos:R:3:nbo_charge:R:1
C -0.78967 0.82560 -0.10554 0.66
S 1.65114 -2.26786 -0.28931 -0.39
O 0.64346 0.53389 -0.02625 -0.85
P 0.87460 -0.89354 0.80085 0.94
O -1.60415 0.26631 0.54471 -0.51
H -0.77538 1.53560 -0.92446 0.16
```

C3H7N3O in the gas phase, computed with ωB97M-V/def2-TZVPD.

Calculated values
**SMILES string**: [H]/N=C/NC(=O)NC
**Largest force on an atom**: 0.361 eV/A
**Energy**: -9742.9234 eV
**Multiplicity**: 1
**Charge**: 0
**Orbital gap**: 10.5 eV
**Relative energy (zero: lowest compared OMol25 entry of this formula, charge and spin)**: 0.110 eV

XYZ file:
```
14
Properties=species:S:1:pos:R:3:nbo_charge:R:1
C -2.23649 -0.26231 -0.38874 0.28
H 3.19105 0.72804 0.85165 0.20
H 2.95532 -0.75574 -0.11327 0.19
H 2.55797 0.82644 -0.80507 0.22
C 0.17540 -0.11382 -0.23889 0.79
O 0.33607 -0.32018 -1.42856 -0.64
N -3.35992 0.05147 0.11152 -0.69
N 1.19567 0.18999 0.62158 -0.63
C 2.55178 0.23777 0.11387 -0.41
H 1.06484 -0.00125 1.60290 0.39
H -1.21303 0.30696 1.26732 0.41
H -4.09933 -0.11082 -0.56777 0.35
H -2.03801 -0.64564 -1.39108 0.19
N -1.08132 -0.13090 0.36454 -0.65
```

C5H12N2 in the gas phase in a non-equilibrium geometry, computed with ωB97M-V/def2-TZVPD.

Calculated values
**SMILES string**: N/C=C/CCCN
**Largest force on an atom**: 2.429 eV/A
**Energy**: -8358.6359 eV
**Multiplicity**: 1
**Charge**: 0
**Orbital gap**: 9.2 eV
**Relative energy (zero: lowest compared OMol25 entry of this formula, charge and spin)**: 1.500 eV

XYZ file:
```
19
Properties=species:S:1:pos:R:3:nbo_charge:R:1
C -1.09758 -0.99958 -1.27433 0.00
H 0.59097 -0.78513 2.70591 0.35
H 1.76204 1.71234 0.00499 0.20
H 0.62766 -0.91840 1.09504 0.36
H 0.62468 2.81748 0.70065 0.21
C 0.52284 1.04797 1.81080 -0.21
H -0.55838 1.12565 2.03178 0.16
H -0.01544 1.86249 -1.52433 0.20
H -2.11203 -0.62201 -1.30739 0.19
N 0.94114 -0.34434 1.87131 -0.85
H -1.57358 -2.94615 -0.88704 0.38
H -1.16859 1.34069 -0.22090 0.19
C -0.06424 -0.18560 -1.13255 -0.29
H -0.04766 -2.67552 -1.62215 0.37
N -1.00586 -2.39932 -1.49182 -0.84
C 0.78325 1.76510 0.49274 -0.40
H 0.94477 -0.46551 -1.46472 0.19
H 1.07775 1.60780 2.56954 0.19
C -0.13413 1.23052 -0.62096 -0.42
```

A molecular structure, C24H17BeF6N5O4S2, computed with ωB97M-V/def2-TZVPD.

Calculated values
**Largest force on an atom**: 0.178 eV/A
**Energy**: -79184.5240 eV
**Multiplicity**: 1
**Charge**: 0
**Orbital gap**: 6.8 eV
**Relative energy (zero: lowest compared OMol25 entry of this formula, charge and spin)**: 0.321 eV

XYZ file:
```
59
Properties=species:S:1:pos:R:3:nbo_charge:R:1
O 1.38564 -0.36240 0.64876 -1.06
C -1.82293 -3.69417 0.03882 -0.32
H -1.30001 2.41241 -4.13141 0.22
C -6.76755 -0.12833 -1.82708 -0.18
N -1.08255 0.98249 0.97614 -0.72
H -3.78117 -2.97362 -0.67928 0.23
C -2.36414 -1.52369 0.23216 0.07
O 1.90710 -0.06816 4.62856 -0.87
F 3.47322 1.19089 1.89200 -0.31
H 0.14125 2.55956 1.61974 0.21
O 3.02505 -2.18219 0.31322 -0.87
C -1.16220 1.41142 -3.74172 -0.27
C -0.77577 -2.96738 0.63518 0.04
C -1.30816 -0.94818 -3.92159 -0.26
C 0.80464 -2.44378 4.48370 0.74
C -4.42509 0.39702 -1.80709 -0.22
H -3.55048 0.82919 -2.27803 0.24
H -1.56714 -1.85412 -4.45597 0.22
H -3.84499 2.51825 -0.01982 0.23
F 0.30851 -3.31063 3.60776 -0.30
H 0.18622 -3.34147 0.95518 0.21
C -1.88198 3.08953 0.81220 -0.33
C -2.86836 2.24634 0.34606 -0.19
C 3.85179 0.18207 1.11034 0.73
C -5.41448 -0.79145 0.04148 -0.22
H -1.50942 -0.09395 -6.60582 0.23
H -2.18830 1.47702 -6.17103 0.22
C -8.04689 -0.07954 -2.48210 0.27
N -0.41137 0.03565 -1.93076 -0.45
C -4.30048 -0.21913 -0.56474 0.03
F 1.81680 -3.00022 5.13037 -0.29
C -5.65379 0.43955 -2.44159 -0.15
Be -0.16957 -0.37642 1.24007 1.68
C -2.36349 0.92719 0.44629 -0.03
H -7.52049 -1.17718 -0.11312 0.23
F -0.14470 -2.10766 5.34875 -0.30
C -2.96884 -0.27465 0.08884 0.22
H -0.34194 2.08671 -1.87144 0.20
H -0.58396 -1.99694 -2.19170 0.20
H -1.91587 4.16318 0.89133 0.23
S 1.37194 -0.91614 3.62438 2.26
S 2.55110 -1.12009 1.12449 2.27
N -9.06836 -0.04176 -3.00636 -0.30
H -1.82019 -4.74988 -0.17433 0.23
C -2.82822 -2.78399 -0.21270 -0.22
N 2.41397 -1.53099 2.62340 -1.22
C -0.61830 1.22940 -2.47722 0.04
H -5.75687 0.90917 -3.41036 0.23
N -1.08744 -1.67901 0.75491 -0.75
H -5.31156 -1.26910 1.00694 0.23
C -0.75468 -1.02929 -2.65442 0.04
F 4.02062 0.62649 -0.12696 -0.30
O 0.16707 -0.43477 2.93624 -1.05
C -2.11584 0.43358 -5.86839 -0.64
C -1.52060 0.30108 -4.49609 0.03
H -3.11619 -0.00155 -5.90075 0.23
F 4.99124 -0.32246 1.56153 -0.30
C -0.80671 2.26227 1.19491 0.06
C -6.64886 -0.74285 -0.58284 -0.16
```

A molecular structure, C46H43BiN7PS in a non-equilibrium geometry, computed with ωB97M-V/def2-TZVPD.

Calculated values
**Largest force on an atom**: 1.502 eV/A
**Energy**: -84783.1339 eV
**Multiplicity**: 1
**Charge**: +2
**Orbital gap**: 7.8 eV
**Relative energy (zero: lowest compared OMol25 entry of this formula, charge and spin)**: 0.227 eV

XYZ file:
```
99
Properties=species:S:1:pos:R:3:lowdin_charge:R:1
H -4.77210 1.80550 4.12440 0.13
C 0.61620 -1.07060 -4.58080 -0.04
N 1.19140 0.73840 2.25410 -0.01
C -3.01310 0.69290 3.57180 -0.02
H 2.55880 1.77380 -5.98280 0.11
C 2.19330 2.47260 -0.97230 -0.44
C 5.29320 -0.17790 -0.21300 -0.14
C 2.06010 -0.10820 2.80660 -0.27
H 5.79000 0.91770 -2.35170 0.09
H -4.35490 -3.27390 2.84370 0.11
C 2.09920 -2.42710 -3.30760 0.01
C 1.66600 -2.33130 1.58380 -0.16
C 0.78320 1.79660 2.94770 -0.15
C 2.11310 -2.31680 -0.81790 -0.17
H 0.87640 2.95050 4.75090 0.12
H 3.48350 -1.63160 2.50780 0.13
C -1.30020 -4.26600 1.82270 -0.01
C 5.51760 1.36570 -4.41680 -0.06
H 1.74410 1.34080 -3.69370 0.09
C -3.04280 -2.22430 1.51070 -0.15
C -3.21480 4.42410 0.22330 -0.01
H 3.78120 3.65280 -1.79400 0.12
C 0.09950 -3.22440 0.00420 -0.13
C 4.62290 1.60950 -5.44310 -0.06
C 5.47080 1.61070 1.88980 -0.06
C 2.06120 1.15760 4.84950 -0.02
N 1.12430 -2.20610 0.23690 -0.26
H 2.03330 -2.44020 -5.44820 0.12
H 3.03020 -0.73180 1.07230 0.06
C 5.06920 1.09460 -3.13530 -0.07
C 2.63680 -1.20760 1.96910 -0.11
N 0.67040 -0.88490 -2.20290 -0.06
C -2.48720 -4.29580 2.53560 -0.03
C 1.62900 -2.01660 -4.54260 -0.02
H -2.36260 4.95560 -3.53090 0.11
C -3.06590 4.88000 -1.03940 0.00
H 7.24470 0.54910 2.44470 0.11
H 5.52740 2.29590 2.72240 0.11
H -0.53570 3.68010 0.58540 0.07
C 0.17030 -0.53780 -3.38390 -0.18
H -0.62680 0.18930 -3.36890 0.03
H 0.55660 -4.22540 0.04030 0.14
C 3.70410 1.08680 -2.87460 -0.34
P 2.92590 0.83010 -1.23520 1.08
N -2.83080 3.09450 0.23250 -0.01
N -1.90750 -2.18440 0.83590 0.09
H 0.60360 5.78380 0.11850 0.11
H 2.85390 -3.19560 -3.23380 0.13
C 2.49630 0.06840 4.11740 0.01
H 2.17340 -3.30100 1.70580 0.14
H 5.20120 -0.89770 -1.01790 0.11
H -4.68400 3.21680 2.07880 0.12
C -2.89340 2.26420 1.36370 -0.25
Bi 0.07460 0.36770 -0.02750 1.69
H 4.98620 1.83710 -6.43240 0.11
H 0.19080 -0.74000 -5.51400 0.12
C 4.35110 0.84570 -0.09310 -0.38
C 3.26100 1.58490 -5.18730 -0.07
H -1.27090 -0.19870 2.68850 0.09
H 2.45510 -3.35710 -0.93180 0.14
C 0.39450 3.65670 0.04000 -0.15
C -2.03530 0.55720 2.60330 -0.18
C 1.19910 2.05850 4.23950 -0.02
H -0.30470 -3.06500 -0.99910 0.13
H 0.81450 -2.32430 2.26950 0.12
H 2.74000 5.80010 -1.12050 0.11
C -1.06570 -3.20540 0.95460 -0.29
S -1.96120 1.25130 -1.62560 0.65
H 2.99260 -1.71490 -0.57070 0.08
C 1.58950 -1.85170 -2.14920 -0.32
H 3.68420 2.49330 1.10860 0.10
C -2.34440 3.91530 -3.21560 -0.01
H -3.25000 5.84970 -1.45560 0.14
H -2.70940 -5.11450 3.20170 0.12
H -3.52750 4.94330 1.10550 0.13
C 6.33410 -0.27800 0.69120 -0.06
H -3.09970 3.35610 -3.76930 0.11
C 6.42950 0.62270 1.74140 -0.06
H -3.70810 -1.38650 1.34710 0.11
H -3.02420 0.03650 4.42670 0.12
H -1.36670 3.48540 -3.42830 0.09
H -0.58250 -5.06550 1.91880 0.12
C 1.04320 4.85580 -0.21740 -0.06
H 0.11870 2.47610 2.43510 0.09
C 4.43220 1.72330 0.98190 -0.08
H 2.40410 1.31690 5.86090 0.12
C -3.93140 2.46950 2.27280 0.03
H 3.18840 -0.63700 4.54600 0.12
H 7.06310 -1.06580 0.58300 0.11
C 0.94960 2.44830 -0.34940 -0.40
C 2.83360 3.66970 -1.27570 -0.06
C 2.24920 4.86540 -0.90070 -0.05
N -1.95990 1.33120 1.52550 0.03
C -3.39680 -3.26590 2.35330 -0.04
C -3.98150 1.67390 3.40340 -0.01
C 2.80440 1.33210 -3.91010 -0.12
C -2.44580 2.75930 -1.03120 -0.67
N -2.60510 3.84780 -1.80610 -0.10
H 6.57710 1.39860 -4.61200 0.11
```

Which formula does entry 2 have?
C3H11N4S

Number 8 is which compound?
C46H43BiN7PS

The lowest relative energy (zero: lowest compared OMol25 entry of this formula, charge and spin) belongs to which entry?
C15H20N2O6S

orbital gap of number 5 (C3H7N3O)?
10.5 eV